1.
A molecular structure, C45H63N3O31PS at a distorted geometry, computed with ωB97M-V/def2-TZVPD.

Geometry as XYZ:
```
144
Properties=species:S:1:pos:R:3:forces:R:3
C -5.3964 4.8432 1.0108 -0.2 -0.5 -0.4
C -5.8314 4.4809 -0.4192 0.6 -0.2 0.2
C -6.0102 2.9475 -0.6175 0.1 1.1 -1.4
C -4.6637 2.3607 -1.0856 0.3 -0.2 1.8
C -4.4003 0.9132 -0.5682 0.5 0.4 -1.3
C -2.9018 0.7131 -0.6121 -1.1 0.3 1.5
C -2.3586 0.0757 -1.6596 -0.4 -0.4 -0.8
N -1.0390 -0.1026 -1.7796 -0.1 -0.6 -1.0
C -0.5966 -0.8007 -3.0137 0.2 0.8 0.7
C -0.1947 -2.2453 -2.7579 1.1 0.0 -0.4
O 0.8887 -2.6256 -3.1238 -1.0 0.1 0.2
O -1.1060 -3.0720 -2.1499 0.3 0.1 -0.6
C -1.3435 -4.1712 -3.0504 -0.1 -0.5 -1.0
C -0.9854 -5.5599 -2.5970 -0.7 1.1 -0.1
O -1.7867 -3.9048 -4.1311 0.1 0.2 0.6
C -0.1719 0.3395 -0.8677 0.7 -0.1 0.0
C 1.3071 0.1205 -1.0611 0.3 0.0 0.3
C 1.9408 -0.6031 0.1474 0.7 0.4 -0.1
S 3.3185 -1.7253 -0.3145 -1.0 -0.2 0.2
C 2.7722 -3.0589 0.6876 1.1 0.9 -1.1
N 3.5710 -3.9373 1.1376 0.4 -0.6 0.6
N 2.7669 -4.7846 1.9017 1.3 -0.8 0.1
C 1.5922 -4.3403 1.8231 -0.6 -0.6 0.2
O 1.5016 -3.2447 1.0403 -1.1 0.4 0.0
C -0.6757 0.9858 0.2555 0.3 0.6 1.8
C 0.2292 1.5262 1.3494 0.8 0.5 -0.8
C 1.1098 2.6680 0.7314 -0.5 -0.3 0.1
C 1.0093 3.9738 1.5046 0.3 0.8 -0.3
O 1.6117 3.9210 2.7878 0.1 0.0 -0.6
C 3.0263 4.0722 2.6122 -0.3 -0.7 0.9
C -2.0344 1.1712 0.3940 -1.0 -0.8 -0.4
C -2.6543 1.8555 1.5896 0.1 1.5 0.9
O -2.3222 2.9873 1.8517 -0.5 -0.7 -0.4
O -3.6067 1.2439 2.3385 -0.3 0.9 -0.8
C -3.3320 -0.1482 2.5837 -1.8 5.5 -0.1
P -4.7343 -1.0318 3.3757 -3.1 3.6 -0.9
O -4.6993 -2.4051 2.8540 -16.8 6.7 -6.9
O -4.5819 -1.0914 4.9682 0.0 0.7 -1.0
O -6.1371 -0.3571 2.9992 1.0 0.5 1.1
H -6.2376 4.8336 1.7080 0.0 0.1 0.0
H -4.8816 5.8035 1.0439 -0.1 0.0 0.1
H -4.7000 4.0649 1.3399 0.1 0.2 0.2
H -6.6859 5.0552 -0.7815 -0.1 -0.1 0.3
H -4.9906 4.7572 -1.0685 -0.2 0.1 -0.1
H -6.4117 2.4640 0.2742 0.0 -0.1 -0.1
H -6.7007 2.8614 -1.4625 -0.3 -0.5 0.4
H -3.8711 2.9740 -0.6270 -0.1 0.0 -0.1
H -4.5002 2.4115 -2.1600 -0.3 0.0 0.0
H -4.8126 0.7470 0.4226 0.0 0.1 -0.1
H -4.8200 0.2273 -1.3036 -0.3 -0.1 0.4
H -3.0053 -0.3122 -2.4342 0.2 -0.1 -0.1
H -1.3795 -0.6783 -3.7612 -0.1 -0.4 0.1
H 0.2633 -0.2435 -3.3739 0.0 -0.3 -0.2
H -1.0110 -5.6383 -1.5233 0.3 0.0 0.0
H -0.0204 -5.8338 -3.0253 0.1 0.2 0.3
H -1.7309 -6.2143 -3.0470 0.1 -0.1 0.1
H 1.5777 -0.4037 -1.9752 -0.3 -0.1 0.1
H 1.7756 1.1056 -1.1406 -0.1 -0.1 -0.1
H 1.2193 -1.1542 0.7502 0.1 0.1 -0.3
H 2.4082 0.1513 0.7778 -0.1 -0.2 0.1
H 0.7474 -4.7966 2.3005 -0.3 0.4 -0.1
H -0.3386 1.9424 2.1756 0.0 -0.1 -0.1
H 0.8449 0.7314 1.7640 -0.2 0.3 -0.1
H 0.7565 2.8789 -0.2863 0.0 0.1 0.1
H 2.1384 2.3187 0.6145 0.1 0.3 0.2
H 1.5078 4.7614 0.9093 -0.2 -0.4 0.2
H -0.0330 4.2955 1.5984 0.0 -0.4 0.3
H 3.4358 3.2701 1.9981 0.0 0.2 -0.1
H 3.4582 3.9429 3.6072 0.1 0.2 -0.1
H 3.2717 5.0395 2.1837 0.0 0.0 0.1
H -3.1063 -0.7330 1.6896 -1.3 2.6 -1.3
H -2.4929 -0.2311 3.2850 -1.0 4.0 0.1
H -4.5432 -2.0321 5.1865 0.1 -0.3 0.6
H -6.6029 -0.1539 3.8246 -0.4 0.3 -0.1
C 1.4006 -1.3282 -7.6646 0.2 -0.2 -0.1
C 0.2522 -1.3302 -6.6859 -0.1 -0.4 0.2
O -0.0114 0.0611 -6.4978 0.2 -0.1 -0.1
C 0.4540 0.7176 -7.6025 0.1 0.2 -0.2
O 0.2450 1.8575 -7.8370 0.0 0.1 0.0
O 1.1826 -0.1150 -8.3882 -0.2 0.0 0.3
H 1.3896 -2.1866 -8.3315 0.0 0.1 -0.2
H 2.3728 -1.2760 -7.1707 0.0 0.0 0.0
H -0.6428 -1.8070 -7.0920 0.0 0.0 0.0
H 0.5105 -1.8066 -5.7411 0.0 0.1 0.1
C -3.1439 -2.8794 3.0172 11.2 -7.3 2.2
C -2.0668 -3.7095 3.6802 0.6 0.0 -0.6
O -0.8630 -3.1297 3.1566 0.9 1.1 -0.4
C -1.1520 -1.8573 2.7790 1.3 -1.7 0.4
O -0.3392 -1.0486 2.4562 -0.3 0.2 0.0
O -2.4819 -1.6246 2.8143 4.5 -12.0 2.1
H -4.0266 -2.7565 3.6382 4.3 -4.3 5.3
H -3.4472 -3.2770 2.0483 1.3 -1.0 -0.1
H -2.0630 -3.6061 4.7665 0.1 0.1 0.0
H -2.1322 -4.7647 3.4260 0.2 0.0 -0.1
C 8.2623 4.3988 3.8504 0.4 0.1 0.3
C 7.1659 5.4338 3.9060 0.0 0.2 0.2
O 6.2740 4.9955 2.8752 0.1 -0.1 0.0
C 6.4796 3.6641 2.6955 0.1 -0.1 0.0
O 5.7833 2.9633 2.0337 0.0 -0.1 -0.1
O 7.5720 3.2436 3.3669 -0.2 0.3 -0.2
H 8.7091 4.2016 4.8216 -0.1 -0.3 0.0
H 9.0512 4.6601 3.1417 -0.1 0.0 -0.1
H 6.6329 5.4289 4.8588 0.0 -0.1 0.0
H 7.5248 6.4410 3.7065 -0.1 0.0 -0.2
C -0.6547 -10.4411 -2.8091 0.1 -0.3 -0.2
C -1.7541 -10.8136 -1.8432 -0.1 -0.3 0.0
O -1.6586 -9.7812 -0.8555 0.1 0.1 -0.2
C -1.0720 -8.7101 -1.4322 0.0 -0.1 0.2
O -0.9960 -7.6318 -0.9336 0.0 -0.5 0.3
O -0.5811 -9.0183 -2.6556 -0.1 0.0 0.2
H -0.8853 -10.7090 -3.8369 0.0 0.2 0.0
H 0.3088 -10.8747 -2.5369 0.0 0.0 0.0
H -2.7449 -10.7744 -2.2993 0.0 0.1 0.0
H -1.6099 -11.7933 -1.3955 0.0 0.1 0.2
C 7.3291 -0.5235 4.9420 -0.1 -0.2 -0.2
C 7.0495 -0.7714 6.4054 -0.2 -0.3 0.1
O 7.8721 0.2059 7.0467 0.0 0.1 -0.2
C 8.0911 1.2063 6.1587 0.0 0.1 0.0
O 8.5959 2.2481 6.4304 0.0 0.1 0.0
O 7.6585 0.8670 4.9228 0.0 -0.2 0.3
H 6.4706 -0.7269 4.3065 0.0 0.2 -0.1
H 8.1847 -1.0936 4.5752 0.0 0.0 0.0
H 6.0070 -0.5836 6.6707 0.0 0.0 0.0
H 7.3199 -1.7752 6.7239 0.1 0.1 0.1
C 4.0172 8.3135 0.5947 0.1 0.3 0.2
C 4.0958 8.3580 -0.9127 0.1 0.3 -0.2
O 4.1224 6.9709 -1.2611 -0.1 0.0 0.2
C 3.5531 6.2783 -0.2472 0.1 -0.1 -0.1
O 3.2707 5.1246 -0.2952 0.1 0.1 -0.3
O 3.3459 7.0729 0.8308 0.0 0.0 -0.2
H 3.4551 9.1442 1.0141 -0.1 -0.2 0.1
H 5.0012 8.2766 1.0658 0.0 -0.1 0.0
H 3.2157 8.8186 -1.3653 0.0 0.0 0.0
H 4.9861 8.8658 -1.2751 0.1 -0.2 -0.1
C -4.9152 -1.7350 -5.7445 0.1 -0.2 -0.3
C -5.9444 -2.3977 -4.8607 -0.1 -0.3 -0.1
O -5.9449 -1.5530 -3.7038 0.1 0.1 -0.1
C -5.4972 -0.3337 -4.0825 -0.2 0.1 -0.1
O -5.5350 0.6378 -3.3942 0.1 -0.1 -0.1
O -4.9991 -0.3632 -5.3394 0.0 -0.1 0.2
H -5.1350 -1.8402 -6.8037 0.0 0.2 0.0
H -3.9026 -2.0986 -5.5540 0.0 0.0 0.1
H -6.9427 -2.3925 -5.3008 0.0 0.1 0.0
H -5.6800 -3.4184 -4.5962 0.0 0.1 0.2
```
Positions in Å, forces in eV/Å.

Output
M in Da: 1205.030
HOMO in eV: -9.382
Frontier orbital gap in hartree: 0.228
Charge: +1
Maximum force in hartree/bohr: 0.376
Electronic energy in eV: -135735.900
LUMO level in eV: -3.2

=====

2.
A single C2H4N6O5 molecule at a distorted geometry, computed with ωB97M-V/def2-TZVPD.

Geometry as XYZ:
```
17
Properties=species:S:1:pos:R:3:forces:R:3
C -1.1828 0.2617 0.4406 0.5 -0.1 0.4
C 0.2262 -0.1190 0.9682 -1.1 2.0 1.6
N -2.3963 0.5776 -1.4550 -3.1 0.5 -3.4
N -1.2296 0.3081 -0.9490 2.9 0.2 -0.2
N 1.2133 -0.2134 0.0494 0.4 -2.6 -2.1
N 2.0425 0.8056 -0.0880 1.2 1.5 0.9
N 0.0469 -1.3111 1.8861 0.3 0.5 -0.6
N -0.0011 -0.1132 -1.5971 0.2 -0.4 -1.1
O -0.1257 -1.2196 -2.1612 0.5 0.9 -0.1
O -2.0773 0.5819 1.1369 -0.6 0.0 0.7
O -2.5818 0.5734 -2.6757 1.5 -0.1 2.8
O -0.1775 -1.0599 3.0279 -0.3 0.6 1.6
O 0.1315 -2.3858 1.4001 0.1 -1.8 -1.0
H 0.4311 0.6986 1.6651 -0.1 0.1 0.4
H 2.9937 0.5092 -0.3781 -1.0 0.3 0.5
H 2.0252 1.4450 0.7392 0.4 -0.3 -1.1
H 0.6616 0.6608 -2.0094 -1.7 -1.2 0.7
```
Positions in Å, forces in eV/Å.

Output
M in Da: 192.091
HOMO (alpha / beta) in eV: -9.085 / -9.361
Frontier orbital gap (alpha / beta) in hartree: 0.300 / 0.306
Maximum force in hartree/bohr: 0.090
Electronic energy in eV: -21305.318
Relative energy (zero: lowest compared OMol25 entry of this formula, charge and spin) in eV: 3.624
LUMO level (alpha / beta) in eV: -0.9 / -1.0

=====

> Look up the M of the first one.

1205.030 Da

=====

> Which of these has the highest electronic energy?

C2H4N6O5